Record 1
Formula: C8H14N3O
Source: the Open Molecules 2025 dataset
Level of theory: ωB97M-V/def2-TZVPD

XYZ file:
```
26
Properties=species:S:1:pos:R:3:forces:R:3
C 3.8266 -0.0261 -0.3149 -0.2 0.2 1.2
C 2.6668 -0.6027 -0.3098 -3.6 -0.8 0.4
N 1.4943 0.1183 0.1453 -1.6 2.3 0.5
C 0.2326 -0.2844 0.3192 1.5 -1.5 -1.4
N -0.0685 -1.5577 0.2288 -4.2 2.6 -0.1
C -1.4498 -2.0801 0.1641 0.5 -2.5 2.6
C -0.7816 0.8596 0.3115 0.0 -1.0 -0.2
N -1.7387 0.7012 1.3323 1.9 -3.2 -2.7
C -1.4380 0.8630 -1.0514 -1.8 0.2 0.0
C -2.7866 0.8188 -1.1050 1.4 -0.6 -1.9
O 0.0827 1.9403 0.5855 0.0 0.2 -0.1
C 1.3548 1.6587 0.1224 0.9 -0.9 2.3
H 4.6709 -0.6023 -0.4107 1.9 -1.1 -1.0
H 3.9642 0.8824 0.2077 0.0 1.1 0.0
H 2.3300 -1.6230 -0.5827 1.1 0.7 -0.1
H 0.6129 -2.1875 0.3252 3.2 -3.0 0.3
H -1.6507 -2.6389 1.1785 0.3 1.1 -1.8
H -2.1309 -1.2649 0.1269 -0.5 0.1 -0.4
H -1.5329 -2.8772 -0.6024 0.0 0.9 0.1
H -1.2773 0.4078 2.1110 1.0 -0.6 3.0
H -2.3086 1.4237 1.4645 -2.7 3.7 0.7
H -0.8370 0.7609 -1.9411 0.3 0.8 -0.2
H -3.3953 0.8423 -2.0218 0.7 0.1 0.3
H -3.3044 0.4357 -0.2787 -0.9 0.5 1.4
H 1.4364 1.9158 -0.8847 0.8 0.8 -1.6
H 2.0280 2.1164 0.8804 0.0 -0.2 -1.1
```
Positions in Å, forces in eV/Å.

Summary:
**HOMO-LUMO gap**: 9.89 eV
**LUMO level**: -3.5995 eV
**ΔE to the lowest compared entry with this formula, charge and spin**: 60.7 kcal/mol
**Net charge**: +1
**Energy**: -552.40331 Ha

Record 2
Formula: C26H20Cl5IrN8O2
Source: the Open Molecules 2025 dataset
Level of theory: ωB97M-V/def2-TZVPD

XYZ file:
```
62
Properties=species:S:1:pos:R:3:forces:R:3
Ir -0.6662 0.5097 0.1045 -0.8 0.1 -0.8
O 1.1836 -5.2708 -3.0485 0.0 0.0 0.0
C -0.1815 -4.9540 -3.0025 0.0 0.0 0.0
C -0.3421 -3.6947 -2.2045 0.0 0.0 0.0
C -1.6051 -3.1748 -1.9247 0.0 0.0 0.0
C -1.7188 -1.9936 -1.2260 0.0 0.0 -0.1
N -0.6398 -1.3354 -0.7746 0.1 -0.1 -0.3
C 0.5870 -1.8731 -0.9658 0.0 0.0 0.1
C 0.7705 -3.0261 -1.6976 0.0 0.0 0.0
C 1.6292 -1.1931 -0.1786 -0.1 0.0 0.1
C 2.9163 -1.6548 0.0116 0.0 0.0 -0.1
C 3.7368 -1.0508 0.9569 0.0 0.0 0.0
C 5.1349 -1.5452 1.1823 0.0 0.0 0.0
O 5.4048 -2.5408 0.2327 0.0 0.0 0.0
C 3.2125 -0.0017 1.7138 0.0 0.0 0.0
C 1.9360 0.4405 1.4623 0.1 0.0 -0.2
N 1.1740 -0.1227 0.5072 0.0 0.1 1.1
H 1.3200 -6.0820 -3.5501 0.0 0.0 0.0
H -0.7792 -5.7425 -2.5298 0.0 0.0 0.0
H -0.6012 -4.7819 -4.0017 0.0 0.0 0.0
H -2.5028 -3.6798 -2.2570 0.0 0.0 0.0
H -2.6836 -1.5514 -1.0178 0.0 0.0 0.0
H 1.7565 -3.4362 -1.8626 0.0 0.0 0.0
H 3.2914 -2.5004 -0.5472 0.0 0.0 0.0
H 5.2004 -1.9237 2.2104 0.0 0.0 0.0
H 5.8227 -0.6950 1.1034 0.0 0.0 0.0
H 6.2996 -2.8783 0.3502 0.0 0.0 0.0
H 3.7948 0.4740 2.4923 0.0 0.0 0.0
H 1.4945 1.2685 1.9996 0.0 0.0 0.0
Cl 2.5796 1.6935 -1.5009 0.0 0.1 0.0
C 1.0559 1.8476 -2.2681 0.0 -0.2 -0.4
C -0.1205 1.4101 -1.6217 -0.5 -0.1 0.4
C -1.3455 1.6471 -2.3063 0.2 0.2 -0.3
Cl -2.7602 1.2633 -1.3667 0.2 -0.2 0.4
C -1.4630 2.1466 -3.5694 -0.1 0.0 0.1
Cl -2.9610 2.3407 -4.3321 0.1 0.0 0.0
C -0.2453 2.5158 -4.2283 0.0 0.0 -0.1
Cl -0.3011 3.1124 -5.7761 0.0 0.0 0.1
C 1.0122 2.3770 -3.5478 0.1 0.0 0.1
Cl 2.4196 2.8627 -4.3464 0.0 0.0 0.0
N 0.3395 3.8552 0.1477 0.1 0.0 -0.1
C -0.7640 3.5979 0.8632 0.0 -0.2 -0.1
N -1.5380 4.6024 1.2077 0.1 0.0 0.1
C -2.5912 4.3143 1.9766 -0.1 -0.1 0.0
N -3.4470 5.2638 2.2859 0.0 0.0 0.0
N -2.8351 3.0681 2.4939 0.0 0.1 0.1
C -2.0591 2.1312 2.0703 0.2 0.0 -0.2
N -1.0318 2.2870 1.1698 -0.2 0.0 0.2
C -2.2172 0.7576 2.6133 0.0 0.1 0.0
C -2.7802 0.5311 3.8514 -0.1 -0.1 0.0
C -2.7631 -0.7632 4.3580 0.0 0.0 0.0
C -2.1863 -1.7759 3.6066 -0.1 0.0 0.0
C -1.6585 -1.4710 2.3654 -0.2 0.0 -0.2
N -1.6883 -0.2288 1.8687 0.9 0.1 0.0
H 0.5973 4.8237 0.0262 -0.1 0.0 0.0
H 1.0763 3.1702 0.1049 0.0 0.0 0.0
H -3.2942 6.2087 1.9684 0.0 0.0 0.0
H -4.2180 5.0641 2.9036 0.0 0.0 0.0
H -3.2080 1.3553 4.4038 0.0 0.0 0.0
H -3.1855 -0.9724 5.3317 0.0 0.0 0.0
H -2.1427 -2.7917 3.9728 0.0 0.0 0.0
H -1.2208 -2.2346 1.7358 0.0 0.0 0.0
```
Positions in Å, forces in eV/Å.

Summary:
**HOMO-LUMO gap (spin up / spin down)**: 8.63 / 5.31 eV
**LUMO level (spin up / spin down)**: -8.6974 / -12.0216 eV
**ΔE to the lowest compared entry with this formula, charge and spin**: 6.3 kcal/mol
**Net charge**: +3
**Multiplicity**: 2
**Energy**: -3995.79811 Ha